[1]
Below is an isolated ion of composition C7H12ClN2O2 and charge +1 at a distorted geometry, with properties calculated with ωB97M-V/def2-TZVPD.

energy	-27035.2216	eV
spin multiplicity	3
HOMO level (spin up / spin down)	-0.386 / -0.551	Eh
total charge	+1

The geometry in XYZ format:
```
24
Properties=species:S:1:pos:R:3:forces:R:3
C -0.301 0.204 -1.694 -2.02 1.54 -0.62
C -0.514 1.363 -0.659 -0.80 1.16 -0.83
C -0.294 -1.224 -1.170 2.18 -2.22 -1.44
C 0.701 1.706 0.194 1.47 -2.33 -0.41
C 0.189 -1.156 0.242 -5.35 -3.00 -3.13
C 1.047 1.079 1.493 0.03 -0.52 0.00
C -0.703 -1.256 1.358 -1.98 -1.76 3.06
N 1.428 -0.848 0.372 3.82 1.21 5.18
N 1.675 -0.119 1.552 0.22 1.60 -1.22
O 2.397 -0.915 -0.352 1.47 -1.33 -2.58
O 2.175 -0.570 2.723 -4.14 -1.59 -0.22
Cl 0.867 1.712 2.974 -1.02 2.02 2.02
H -1.245 0.245 -2.321 1.44 0.21 0.15
H 0.598 0.475 -2.282 -0.57 -0.39 0.15
H -0.586 2.315 -1.309 -0.42 -1.55 0.96
H -1.435 1.286 -0.028 0.52 0.01 -0.76
H -1.187 -1.836 -1.466 0.49 0.88 1.26
H 0.546 -1.822 -1.759 -1.46 1.22 1.07
H 1.525 1.351 -0.450 0.16 0.76 0.09
H 0.809 2.728 0.338 -0.02 1.98 0.19
H -1.563 -2.034 1.270 1.72 0.93 -0.48
H -1.348 -0.365 1.446 0.43 0.40 -0.06
H -0.274 -1.438 2.419 -0.26 0.45 -1.91
H 3.079 -0.543 2.727 4.09 0.32 -0.44
```
Positions in Å, forces in eV/Å.

[2]
Below is CuH14O7 as an isolated structure at a distorted geometry, with properties calculated with ωB97M-V/def2-TZVPD.

energy	-59182.7292	eV
HOMO level	-0.352	Eh
total charge	+1

The geometry in XYZ format:
```
22
Properties=species:S:1:pos:R:3:forces:R:3
Cu -0.169 -0.219 -0.077 -0.86 4.53 -5.75
O 0.750 -1.405 -1.079 2.76 -4.41 -3.58
H 0.851 -1.711 -1.980 -0.01 -0.38 -0.72
H 1.460 -1.833 -0.600 0.65 -0.23 -0.29
O -1.572 -0.863 -0.898 -6.14 -2.86 -2.35
H -2.053 -1.546 -0.431 -0.56 -0.67 -0.19
H -2.227 -0.190 -1.080 -0.68 0.24 -0.30
O 0.163 -1.164 1.215 0.81 -8.32 8.75
H 0.367 -2.099 1.232 0.05 -1.23 0.38
H -0.121 -0.963 2.106 0.15 -0.28 1.22
O -0.431 0.959 -1.556 -0.21 2.04 -3.77
H 0.439 1.308 -1.752 -0.10 0.61 -0.27
H -0.800 0.741 -2.412 -0.11 -0.17 -0.62
O -0.915 0.770 1.213 -5.32 0.83 6.21
H -0.741 1.236 2.031 -0.24 0.80 1.28
H -1.505 0.059 1.463 -0.94 0.14 0.22
O 0.140 2.381 0.149 1.95 3.34 -0.05
H -0.227 1.671 0.677 0.89 1.78 -1.58
H 1.047 2.120 -0.007 -0.16 0.93 0.07
O 1.539 0.155 0.374 6.65 3.16 0.92
H 2.083 0.941 0.315 1.03 0.21 0.01
H 1.920 -0.347 1.094 0.38 -0.03 0.41
```
Positions in Å, forces in eV/Å.

[3]
Below is C30H30CoI2NP2 as an isolated structure at a distorted geometry, with properties calculated with ωB97M-V/def2-TZVPD.

energy	-105476.8152	eV
HOMO level	-0.535	Eh
total charge	+2

The geometry in XYZ format:
```
66
Properties=species:S:1:pos:R:3:forces:R:3
Co -1.221 -0.174 -0.932 -0.30 -1.47 -0.39
N 0.894 -0.768 0.857 0.19 0.04 -0.20
P 0.909 -0.699 -0.862 0.07 0.88 0.47
C 1.291 -2.309 -1.494 0.03 -0.12 -0.06
C 0.731 -2.730 -2.700 -0.02 0.01 -0.01
C 1.073 -3.970 -3.215 0.00 0.00 -0.01
C 1.964 -4.779 -2.523 0.01 -0.02 0.01
C 2.521 -4.358 -1.320 0.01 -0.01 -0.01
C 2.191 -3.119 -0.798 -0.08 -0.04 -0.02
C 2.189 0.465 -1.293 0.06 -0.07 -0.13
C 2.997 0.181 -2.395 0.01 -0.05 -0.03
C 4.023 1.048 -2.740 -0.01 -0.01 0.00
C 4.250 2.185 -1.981 0.00 0.01 0.02
C 3.448 2.469 -0.880 0.01 0.01 -0.02
C 2.410 1.623 -0.540 -0.02 0.02 0.00
P -0.783 -0.805 1.092 0.05 0.25 -0.17
C -1.181 0.040 2.596 -0.05 0.09 -0.04
C -2.518 0.350 2.852 -0.03 0.01 -0.03
C -2.858 0.969 4.041 0.02 -0.01 -0.01
C -1.869 1.270 4.970 0.00 0.02 0.02
C -0.541 0.956 4.718 0.01 0.00 0.01
C -0.186 0.341 3.528 -0.06 0.01 -0.01
C -1.274 -2.509 1.124 -0.06 -0.15 0.22
C -1.142 -3.262 2.294 -0.05 0.01 -0.01
C -1.431 -4.615 2.265 -0.01 -0.02 -0.01
C -1.847 -5.214 1.081 0.00 -0.01 0.04
C -1.985 -4.469 -0.082 0.00 0.03 -0.05
C -1.701 -3.114 -0.055 0.03 0.02 -0.01
H 1.414 -0.011 1.292 0.11 -0.16 0.15
H 0.041 -2.094 -3.245 0.00 0.01 0.00
H 0.650 -4.302 -4.153 0.00 0.00 0.00
H 2.231 -5.748 -2.924 0.00 0.00 0.00
H 3.217 -4.996 -0.793 0.00 0.00 0.00
H 2.616 -2.790 0.142 -0.01 0.01 -0.01
H 2.841 -0.720 -2.974 0.00 0.01 0.01
H 4.649 0.826 -3.592 0.00 0.00 0.00
H 5.059 2.854 -2.243 0.00 0.00 0.00
H 3.633 3.357 -0.291 0.00 0.00 0.00
H 1.769 1.888 0.292 -0.03 -0.04 0.01
H -3.289 0.114 2.127 0.01 -0.01 -0.01
H -3.891 1.216 4.248 0.00 0.00 -0.01
H -2.137 1.754 5.900 0.00 0.00 0.00
H 0.219 1.185 5.453 0.01 0.00 -0.01
H 0.851 0.083 3.354 0.01 0.00 0.01
H -0.822 -2.796 3.219 0.00 0.02 -0.01
H -1.333 -5.203 3.167 -0.01 -0.01 -0.01
H -2.074 -6.272 1.068 0.01 0.00 0.00
H -2.312 -4.939 -0.999 -0.01 0.00 0.01
H -1.815 -2.539 -0.976 0.00 0.00 -0.03
C -0.429 4.751 0.556 0.01 0.01 0.00
C -0.869 4.227 -0.820 0.05 -0.11 0.03
C 0.117 4.692 -1.901 0.01 0.03 -0.03
C -2.285 4.716 -1.144 -0.03 0.05 -0.01
C -0.865 2.756 -0.775 -0.01 0.06 0.01
C -0.863 1.542 -0.739 0.04 0.52 0.22
H -0.400 5.841 0.529 0.00 0.00 0.01
H 0.568 4.391 0.816 0.00 0.01 -0.01
H -1.125 4.446 1.338 0.00 -0.01 -0.01
H 0.163 5.781 -1.900 -0.01 0.00 0.00
H -0.201 4.365 -2.892 0.00 -0.02 0.01
H 1.119 4.306 -1.715 0.01 0.00 0.02
H -2.301 5.807 -1.150 0.01 0.00 -0.01
H -3.001 4.371 -0.397 0.00 0.00 0.00
H -2.604 4.369 -2.127 0.00 -0.01 0.01
I -3.784 0.020 -1.744 0.12 0.49 0.07
I -5.112 -2.253 -1.613 -0.09 -0.24 0.03
```
Positions in Å, forces in eV/Å.

[4]
Below is one molecule with the formula C5H7OP at a distorted geometry, with properties calculated with ωB97M-V/def2-TZVPD.

energy	-16633.0095	eV
HOMO level	-0.328	Eh
total charge	0
structure (SMILES)	C[C@]12C=CCP1O2

The geometry in XYZ format:
```
14
Properties=species:S:1:pos:R:3:forces:R:3
C 1.366 -1.407 0.837 -0.33 1.25 0.26
C 0.099 -0.677 0.390 -0.32 -0.53 -0.91
C 0.379 0.708 -0.019 -1.26 0.98 -0.40
C -0.705 1.518 -0.103 0.38 -0.24 -0.03
C -2.039 0.880 0.258 0.87 0.15 -1.13
P -1.706 -0.925 0.549 -0.21 0.01 1.19
O -0.757 -1.365 -0.690 1.35 0.33 -0.24
H 2.247 -0.960 0.219 -1.44 -1.57 0.85
H 1.156 -2.480 0.842 0.74 0.12 -0.32
H 1.553 -1.081 1.886 -0.01 -0.33 -0.60
H 1.422 0.872 -0.296 -0.41 0.73 0.11
H -0.771 2.569 -0.422 0.60 -0.59 -0.03
H -2.425 1.310 1.146 -0.29 0.28 1.39
H -2.820 1.176 -0.463 0.32 -0.59 -0.15
```
Positions in Å, forces in eV/Å.

[5]
Below is C25H48BiO3P2S as an isolated structure at a distorted geometry, with properties calculated with ωB97M-V/def2-TZVPD.

energy	-68087.2636	eV
HOMO level	-0.356	Eh
total charge	+1

The geometry in XYZ format:
```
80
Properties=species:S:1:pos:R:3:forces:R:3
Bi -0.611 -0.933 -0.756 3.37 0.82 0.24
C 1.439 -3.116 1.364 1.75 1.48 0.43
C 1.138 -3.574 0.052 -0.41 0.35 0.82
C 2.978 -2.156 -0.086 -1.96 -1.93 -5.40
C 2.621 -2.332 1.285 -3.06 -1.46 3.58
C 2.075 -2.972 -0.854 3.33 2.45 0.19
C 0.632 -3.309 2.576 -0.34 -0.28 1.00
H -0.317 -3.804 2.329 0.23 0.10 0.23
H 0.403 -2.342 3.061 0.04 -0.35 -0.27
H 1.164 -3.925 3.323 -0.31 0.12 -0.19
C 3.354 -1.773 2.443 0.29 -0.53 -0.11
H 3.308 -2.473 3.289 -0.17 0.31 -0.12
H 2.904 -0.814 2.749 -0.06 -0.18 -0.13
H 4.412 -1.617 2.203 -0.26 0.12 0.03
C 3.965 -1.210 -0.616 0.62 -0.15 -0.14
H 4.763 -1.009 0.116 -0.21 -0.05 -0.30
H 3.457 -0.248 -0.829 0.07 -0.32 0.07
H 4.410 -1.609 -1.546 -0.17 0.34 0.39
C 2.062 -3.094 -2.336 -0.22 -0.27 -0.42
H 1.939 -4.154 -2.633 0.14 0.52 -0.04
H 2.999 -2.707 -2.764 -0.38 -0.21 0.08
H 1.226 -2.522 -2.795 0.44 -0.27 0.16
C 0.027 -4.492 -0.315 0.16 -0.06 -0.31
H 0.135 -5.453 0.213 0.06 0.27 0.01
H 0.006 -4.693 -1.391 0.07 0.05 0.22
H -0.961 -4.088 -0.034 0.44 -0.04 0.15
C -2.356 0.401 -0.134 -1.82 -1.09 1.41
C -2.565 -1.001 0.284 -1.02 1.38 0.34
C -3.550 -1.933 -0.400 -0.37 -0.81 -0.19
C -3.140 -2.497 -1.795 -0.11 -0.39 0.05
C -1.855 -1.909 -2.388 -1.39 0.99 -1.27
C -1.857 -0.481 -2.716 0.07 -2.09 -1.30
C -3.108 0.324 -2.535 -0.60 0.63 -0.38
C -3.226 1.020 -1.191 0.27 0.63 -0.36
H -4.546 -1.469 -0.481 0.29 0.06 0.11
H -3.977 -2.340 -2.496 0.32 -0.09 0.05
H -3.692 -2.814 0.257 0.03 0.56 -0.17
H -4.282 1.008 -0.872 0.33 0.09 0.23
H -2.006 1.111 0.628 0.28 -0.58 -0.19
H -2.381 -1.194 1.345 0.09 0.20 -0.19
H -2.931 2.072 -1.326 -0.08 -0.36 0.25
H -3.136 1.099 -3.310 0.10 -0.20 0.03
H -1.193 -0.137 -3.541 -0.15 -0.32 1.00
H -4.008 -0.277 -2.716 0.36 -0.20 -0.02
H -3.031 -3.595 -1.722 0.05 0.50 -0.01
H -1.217 -2.579 -2.996 -0.27 0.49 0.45
P -1.718 1.154 3.715 0.02 0.22 -0.47
C -0.173 1.022 4.711 0.00 -0.34 0.18
H 0.049 1.928 5.297 -0.10 -0.29 -0.17
H 0.659 0.777 4.024 -0.51 0.28 0.42
H -0.303 0.163 5.386 0.15 0.28 0.00
C -1.488 2.800 2.956 0.42 -0.20 -0.65
H -0.942 3.503 3.589 -0.29 0.06 0.15
H -2.454 3.195 2.644 -0.10 0.16 0.20
H -0.898 2.660 2.034 -0.41 0.30 0.75
C -3.021 1.597 4.919 -0.21 -0.39 0.53
H -3.868 2.059 4.385 0.39 -0.10 0.16
H -2.668 2.270 5.717 -0.20 -0.19 -0.24
H -3.397 0.656 5.349 0.04 0.40 0.17
P 0.730 3.021 -2.938 -0.33 -1.61 0.64
C 1.623 2.548 -4.488 -0.16 -0.06 -0.06
H 1.493 3.391 -5.183 0.43 -0.41 -0.13
H 1.143 1.634 -4.922 0.58 0.77 0.29
H 2.695 2.382 -4.280 -0.48 -0.11 -0.23
C -0.462 4.185 -3.680 -0.25 0.11 -0.03
H -1.435 3.661 -3.795 0.51 0.57 0.04
H -0.057 4.431 -4.662 -0.41 0.40 -0.06
H -0.566 5.097 -3.075 -0.19 -0.30 -0.19
C 1.941 4.082 -2.070 -0.14 0.09 -0.40
H 2.112 4.949 -2.715 0.34 0.16 0.35
H 2.874 3.507 -1.931 -0.42 0.34 0.08
H 1.498 4.381 -1.105 0.34 -0.09 -0.36
C 2.604 2.311 1.637 -0.12 -0.20 0.13
S 1.229 1.357 0.944 -1.11 1.23 -1.39
O 0.126 2.301 0.655 1.57 -0.77 0.18
O 1.673 0.775 -0.342 0.87 -0.04 1.01
O 0.863 0.327 1.927 0.43 -0.03 -0.42
H 2.902 3.097 0.933 -0.18 -0.32 0.09
H 3.437 1.622 1.819 -0.14 0.12 -0.16
H 2.327 2.767 2.602 -0.19 -0.25 -0.45
```
Positions in Å, forces in eV/Å.

[6]
Below is C40H34F5MnN5O3SSeTe as an isolated structure at a distorted geometry, with properties calculated with ωB97M-V/def2-TZVPD.

energy	-184007.6486	eV
spin multiplicity	6
HOMO level (spin up / spin down)	-0.222 / -0.221	Eh
total charge	0

The geometry in XYZ format:
```
91
Properties=species:S:1:pos:R:3:forces:R:3
Mn 0.183 -0.159 0.891 -0.52 0.09 0.41
S 4.162 5.949 -0.768 0.11 0.18 -0.05
N 4.632 4.479 -0.306 0.00 -0.06 0.00
C 3.533 3.762 -0.159 -0.02 -0.27 0.10
C 3.490 2.365 0.262 0.36 0.33 -0.08
C 4.619 1.603 0.577 -0.02 0.15 -0.03
C 4.456 0.301 0.988 0.00 -0.07 0.01
C 3.170 -0.227 1.053 0.02 0.01 0.04
N 2.103 0.487 0.731 0.10 0.15 0.00
C 2.243 1.775 0.361 -0.52 0.09 -0.16
C 1.004 2.529 0.083 0.39 -0.37 0.14
N -0.137 1.859 0.259 -0.06 0.01 0.08
C -1.294 2.463 0.061 0.00 0.00 -0.20
C -1.359 3.802 -0.337 -0.06 -0.05 0.04
C -0.192 4.500 -0.524 0.13 0.02 0.00
C 1.032 3.853 -0.308 0.16 0.46 -0.13
C 2.341 4.484 -0.440 -0.24 -0.11 0.02
N 2.565 5.737 -0.795 -0.05 -0.05 0.01
H 5.599 2.057 0.499 -0.01 -0.01 0.01
H 5.300 -0.322 1.248 0.00 0.02 0.00
H 2.981 -1.240 1.380 -0.03 -0.01 0.00
H -2.184 1.866 0.207 0.02 0.01 0.01
H -2.326 4.257 -0.498 0.01 -0.01 -0.02
H -0.195 5.537 -0.834 -0.01 -0.02 0.00
C -0.075 -0.586 4.921 -0.02 0.06 0.05
C 0.177 -0.446 3.448 0.12 0.28 -0.12
O 0.669 -1.400 2.795 0.13 -0.13 -0.05
O -0.096 0.651 2.861 0.00 -0.19 -0.21
H -0.574 -1.533 5.118 0.02 0.00 0.00
H -0.671 0.244 5.290 0.00 -0.01 0.01
H 0.885 -0.599 5.441 -0.01 -0.02 0.00
F -7.227 -0.140 0.694 0.02 0.00 -0.01
C -6.072 -0.110 0.015 -0.12 -0.02 0.10
C -5.572 1.080 -0.470 -0.04 0.11 0.00
F -6.251 2.216 -0.257 0.02 0.00 -0.02
C -4.374 1.096 -1.159 -0.01 0.03 0.00
F -3.947 2.306 -1.574 0.03 0.00 -0.03
C -3.614 -0.046 -1.407 0.11 -0.01 0.06
Se -1.936 -0.002 -2.280 0.05 0.11 -0.24
C -4.167 -1.224 -0.905 0.01 -0.02 0.03
F -3.533 -2.401 -1.068 0.09 0.01 -0.02
C -5.353 -1.269 -0.202 -0.04 -0.08 0.00
F -5.816 -2.429 0.287 0.02 -0.01 -0.04
C -1.461 -3.364 1.024 -0.23 0.08 -0.05
C -0.918 -2.056 0.559 0.26 -0.24 -0.88
O -1.542 -0.945 0.833 0.25 -0.26 0.66
N 0.223 -1.857 -0.086 -0.53 -0.09 0.87
Te 1.564 -3.683 -0.367 0.04 -0.20 -0.37
C 3.541 -4.610 -0.325 -0.06 0.12 0.16
C 4.304 -4.511 0.840 0.04 0.00 0.06
C 3.827 -3.847 2.116 0.04 -0.04 -0.13
C 5.589 -5.050 0.845 0.02 0.02 0.02
C 6.123 -5.678 -0.270 0.03 -0.01 -0.01
C 7.511 -6.261 -0.242 -0.05 0.00 0.00
C 5.322 -5.798 -1.399 -0.01 -0.02 -0.02
C 4.029 -5.285 -1.451 -0.04 -0.10 -0.03
C 3.225 -5.521 -2.710 0.06 0.05 0.09
C 1.832 -2.761 -2.243 0.05 0.03 -0.07
C 2.993 -2.062 -2.584 0.02 0.00 0.03
C 4.214 -1.917 -1.705 -0.11 -0.01 -0.07
C 3.051 -1.453 -3.837 0.02 0.03 0.02
C 2.002 -1.517 -4.739 0.01 0.01 -0.05
C 2.092 -0.869 -6.094 -0.01 -0.01 0.06
C 0.858 -2.210 -4.364 -0.01 0.03 -0.05
C 0.744 -2.838 -3.133 0.01 0.01 0.01
C -0.551 -3.532 -2.811 0.09 0.00 0.07
H -2.468 -3.221 1.407 -0.02 0.00 -0.01
H -0.819 -3.747 1.818 -0.01 0.00 0.00
H -1.486 -4.081 0.204 0.00 -0.01 0.01
H 2.759 -3.636 2.127 -0.02 0.01 0.00
H 4.352 -2.903 2.286 0.00 0.00 -0.01
H 4.040 -4.486 2.974 0.01 0.00 0.00
H 6.186 -4.972 1.749 -0.01 -0.01 -0.02
H 8.162 -5.698 0.428 -0.01 0.00 -0.01
H 7.959 -6.263 -1.235 0.00 0.01 0.01
H 7.489 -7.294 0.112 0.00 0.01 0.00
H 5.707 -6.320 -2.270 0.00 0.01 0.03
H 3.512 -6.475 -3.152 0.01 0.00 -0.01
H 3.398 -4.738 -3.451 -0.01 0.01 0.02
H 2.153 -5.549 -2.516 0.01 -0.02 0.00
H 3.996 -2.097 -0.656 0.01 0.02 0.01
H 4.625 -0.911 -1.805 -0.01 -0.01 -0.01
H 4.993 -2.627 -1.994 -0.01 -0.02 0.01
H 3.948 -0.901 -4.102 -0.02 -0.02 -0.01
H 2.959 -0.212 -6.162 -0.01 0.00 0.00
H 1.197 -0.282 -6.304 0.01 0.00 0.01
H 2.180 -1.625 -6.876 0.00 0.01 0.00
H 0.013 -2.248 -5.042 0.01 0.00 0.01
H -1.146 -3.661 -3.713 0.00 0.01 -0.01
H -1.141 -2.915 -2.128 -0.01 0.01 -0.02
H -0.392 -4.517 -2.364 0.00 -0.01 -0.01
```
Positions in Å, forces in eV/Å.

[7]
Below is C6H10N3O as an isolated structure at a distorted geometry, with properties calculated with ωB97M-V/def2-TZVPD.

energy	-12891.1764	eV
HOMO level	-0.500	Eh
total charge	+1

The geometry in XYZ format:
```
20
Properties=species:S:1:pos:R:3:forces:R:3
C -1.782 0.507 0.797 0.57 1.02 0.14
C -1.845 -0.636 0.164 -1.36 -0.45 -1.09
C 0.287 -0.056 0.376 3.01 2.50 -0.06
C -3.001 -1.442 -0.330 2.17 -0.36 2.25
C 2.376 1.584 -0.479 -0.78 2.88 -1.32
C 2.190 0.274 0.167 -4.84 -0.04 1.53
N 2.874 -0.746 -0.394 1.92 -4.81 -1.85
N -0.552 -0.953 -0.078 1.43 -1.62 -1.01
N -0.497 0.919 0.900 1.51 -1.46 -0.44
O 2.514 -1.913 -0.614 -0.21 4.05 1.00
H -2.562 1.090 1.031 -2.54 2.08 1.14
H -3.659 -1.606 0.489 -0.94 0.06 0.42
H -3.465 -1.169 -1.214 -0.76 0.82 -1.60
H -2.472 -2.347 -0.424 -0.19 -1.89 -0.77
H 3.398 1.868 -0.564 1.29 -0.37 0.43
H 1.989 2.497 0.113 0.01 -1.76 -0.92
H 2.117 1.650 -1.570 -0.57 -0.25 1.12
H 2.500 0.345 1.204 0.08 -0.35 0.37
H -0.248 -1.701 -0.675 0.15 -0.51 0.12
H -0.160 1.834 1.100 0.04 0.46 0.55
```
Positions in Å, forces in eV/Å.